Computed, not measured: an isolated molecule of C20H21N3O4 in a non-equilibrium geometry, with the ωB97M-V functional and the def2-TZVPD basis.

Properties
**Multiplicity**: 1
**Structure (SMILES)**: N[C@@H](Cc1ccc(O)cc1)C(=O)N[C@@H](Cc1c[nH]c2ccccc12)C(=O)O
**Total energy**: -1239.9460 a.u.
**Kohn-Sham gap**: 8.39 eV
**Energy relative to the best compared isomer or geometry (same formula, charge and spin)**: 262.3 kJ/mol
**E_LUMO**: 0.564 eV

CARTESIAN COORDINATES (ANGSTROEM)
N  1.111  3.845  0.522
C  1.477  2.502  -0.001
C  2.861  2.092  0.620
C  3.634  0.927  0.066
C  3.831  -0.177  0.910
C  4.701  -1.194  0.510
C  5.469  -1.047  -0.641
O  6.463  -1.922  -0.912
C  5.252  0.032  -1.515
C  4.288  0.960  -1.084
C  0.286  1.630  0.316
O  -0.515  2.010  1.139
N  0.293  0.425  -0.288
C  -0.501  -0.648  0.192
C  -1.420  -1.245  -0.885
C  -2.868  -1.320  -0.413
C  -3.523  -2.498  0.000
N  -4.855  -2.179  0.178
C  -5.138  -0.828  -0.097
C  -6.262  -0.009  -0.088
C  -6.106  1.295  -0.437
C  -4.917  1.945  -0.665
C  -3.750  1.165  -0.706
C  -3.888  -0.252  -0.381
C  0.390  -1.744  0.814
O  0.287  -2.943  0.597
O  1.252  -1.263  1.704
H  0.467  4.320  -0.115
H  0.633  3.838  1.387
H  1.656  2.618  -1.100
H  2.778  2.096  1.710
H  3.437  3.006  0.409
H  3.192  -0.393  1.797
H  4.772  -2.113  1.122
H  6.522  -2.768  -0.356
H  5.670  -0.073  -2.536
H  4.075  1.769  -1.826
H  1.031  0.223  -0.935
H  -1.034  -0.283  1.044
H  -1.021  -2.262  -1.142
H  -1.387  -0.685  -1.782
H  -3.115  -3.471  0.207
H  -5.492  -2.959  0.137
H  -7.237  -0.321  0.171
H  -7.060  1.833  -0.446
H  -4.848  2.997  -0.798
H  -2.833  1.716  -0.756
H  1.151  -0.283  1.591

Atomic partial charges in e from the natural (NBO) method, atoms 1 to 8:
1. N -0.835
2. C -0.143
3. C -0.422
4. C -0.139
5. C -0.160
6. C -0.292
7. C 0.315
8. O -0.683



Computed, not measured: a cluster of 2 separate species, C20H21N3O6 in total in a non-equilibrium geometry, with the ωB97M-V functional and the def2-TZVPD basis.

Properties
**Multiplicity**: 1
**Total energy**: -1390.2014 a.u.
**Kohn-Sham gap**: 8.36 eV
**Energy relative to the best compared isomer or geometry (same formula, charge and spin)**: 950.8 kJ/mol
**E_LUMO**: -0.847 eV

CARTESIAN COORDINATES (ANGSTROEM)
N  5.321  -1.117  -1.986
C  5.129  0.115  -2.741
C  5.882  0.475  -3.949
C  5.612  1.740  -4.685
C  4.556  2.695  -4.239
C  3.807  2.316  -3.035
C  4.063  1.059  -2.271
C  3.166  0.759  -1.010
O  3.598  0.331  0.038
C  1.643  1.114  -1.212
C  0.588  0.228  -0.713
C  -0.819  0.597  -0.976
C  -1.972  -0.361  -0.467
O  -1.402  -1.677  -0.302
O  -1.265  -2.236  -1.552
C  -1.056  1.845  -1.726
N  -2.454  2.219  -2.039
C  -3.038  2.607  -1.014
O  -3.549  2.759  0.018
C  -0.007  2.750  -2.230
C  1.389  2.377  -1.971
C  2.632  3.206  -2.475
O  2.681  4.413  -2.431
H  5.860  -0.905  -1.138
H  4.394  -1.435  -1.685
H  6.683  -0.203  -4.350
H  6.157  2.018  -5.622
H  4.332  3.630  -4.808
H  0.890  -0.704  -0.173
H  -2.441  0.008  0.491
H  -2.727  -0.431  -1.310
H  -0.342  -2.525  -1.690
H  -0.231  3.687  -2.790
C  -2.692  -2.642  2.630
C  -2.686  -1.230  3.209
C  -2.839  -1.192  4.741
O  -4.164  -1.414  5.203
C  -4.535  -2.779  5.297
N  -3.728  -0.436  2.542
H  -3.690  -3.084  2.610
H  -2.331  -2.630  1.601
H  -2.037  -3.302  3.205
H  -1.714  -0.786  2.967
H  -2.577  -0.184  5.079
H  -2.136  -1.876  5.232
H  -3.696  -3.414  5.593
H  -4.957  -3.123  4.351
H  -5.316  -2.862  6.055
H  -3.661  0.527  2.865
H  -4.627  -0.749  2.907

Atomic partial charges in e from the natural (NBO) method, atoms 1 to 8:
1. N -0.836
2. C 0.195
3. C -0.229
4. C -0.181
5. C -0.207
6. C -0.092
7. C -0.161
8. C 0.564